# 1
This record from the OMol25 dataset describes 2 unconnected molecules or ions with the total composition H4O2. The level of theory is wB97M-V/def2-TZVPD.

Each line ends with the natural charge from an NBO analysis.
Cartesian coordinates (Å):
1 O 1.41087 -0.10407 -0.05027  -0.939
2 H 2.05435 0.58586 -0.20823  0.470
3 H 1.87325 -0.80003 0.32671  0.469
4 O -2.06245 -0.18031 -0.06277  -0.946
5 H -1.22515 -0.03494 -0.58518  0.480
6 H -2.05087 0.53348 0.57974  0.465

Atoms 1-2, force components in eV/Å:
-1.57 1.97 -1.12
0.16 0.16 -0.04

## Properties
Charge: 0
Energy above the lowest of the compared OMol25 structures with the same formula, charge and spin: 4.5 kcal per mole
SMILES: O.O
Frontier orbital gap: 11.865 eV
LUMO energy: 0.028 Ha
E_HOMO: -0.4083 Ha
Multiplicity: 1
Calculated total energy: -4159.74278 eV

# 2
This record from the OMol25 dataset describes 2 unconnected molecules or ions with the total composition H4O2. The level of theory is wB97M-V/def2-TZVPD.

Each line ends with the natural charge from an NBO analysis.
Cartesian coordinates (Å):
1 O 2.24091 -0.09343 -0.07322  -0.918
2 H 2.52912 0.80991 0.18770  0.463
3 H 1.39383 -0.06263 0.40712  0.454
4 O -2.28104 -0.07309 -0.02189  -0.938
5 H -2.24668 0.92798 -0.10783  0.472
6 H -1.35524 -0.34314 0.27387  0.466

Atoms 1-2, force components in eV/Å:
-0.57 1.48 0.97
0.39 -0.79 -0.58

## Properties
Charge: 0
Energy above the lowest of the compared OMol25 structures with the same formula, charge and spin: 9.7 kcal per mole
SMILES: O.O
Frontier orbital gap: 12.019 eV
LUMO energy: 0.012 Ha
E_HOMO: -0.4301 Ha
Multiplicity: 1
Calculated total energy: -4159.51866 eV

# 3
This record from the OMol25 dataset describes 2 unconnected molecules or ions with the total composition H4O2. The level of theory is wB97M-V/def2-TZVPD.

Each line ends with the natural charge from an NBO analysis.
Cartesian coordinates (Å):
1 O -0.28530 -0.19696 -1.73957  -0.959
2 H -0.39016 -0.22430 -0.76369  0.488
3 H -0.79650 -0.91230 -2.14288  0.470
4 O 0.29120 0.32644 1.60608  -0.971
5 H -0.06832 0.15234 2.50334  0.485
6 H 1.20780 -0.05161 1.47114  0.487

Atoms 1-2, force components in eV/Å:
0.03 0.01 0.52
-0.12 -0.17 -0.91

## Properties
Charge: 0
Energy above the lowest of the compared OMol25 structures with the same formula, charge and spin: 4.8 kcal per mole
SMILES: O.O
Frontier orbital gap: 11.932 eV
LUMO energy: 0.027 Ha
E_HOMO: -0.4114 Ha
Multiplicity: 1
Calculated total energy: -4159.73285 eV

# 4
This record from the OMol25 dataset describes 2 unconnected molecules or ions with the total composition H4O2. The level of theory is wB97M-V/def2-TZVPD.

Each line ends with the natural charge from an NBO analysis.
Cartesian coordinates (Å):
1 O 1.64144 -0.02165 -0.03525  -0.958
2 H 0.76154 -0.08485 0.36780  0.489
3 H 2.04630 0.75639 0.35968  0.463
4 O -1.30306 -0.17752 0.11440  -0.950
5 H -1.51434 -0.99593 -0.34821  0.479
6 H -1.63187 0.52356 -0.45843  0.478

Atoms 1-2, force components in eV/Å:
-0.05 0.03 0.15
0.06 0.06 -0.22

## Properties
Charge: 0
Energy above the lowest of the compared OMol25 structures with the same formula, charge and spin: 0.7 kcal per mole
SMILES: O.O
Frontier orbital gap: 11.815 eV
LUMO energy: 0.030 Ha
E_HOMO: -0.4042 Ha
Multiplicity: 1
Calculated total energy: -4159.90902 eV

# 5
This record from the OMol25 dataset describes 2 unconnected molecules or ions with the total composition H4O2. The level of theory is wB97M-V/def2-TZVPD.

Each line ends with the natural charge from an NBO analysis.
Cartesian coordinates (Å):
1 O 1.69910 -0.16565 -0.05441  -0.969
2 H 1.68553 0.76376 0.20392  0.457
3 H 0.73314 -0.40789 -0.10396  0.491
4 O -0.97290 -0.08752 -0.03720  -0.948
5 H -1.55248 -0.79647 0.15681  0.479
6 H -1.59239 0.69378 -0.16516  0.490

Atoms 1-2, force components in eV/Å:
-0.89 -0.30 -0.05
0.00 -0.21 -0.03

## Properties
Charge: 0
Energy above the lowest of the compared OMol25 structures with the same formula, charge and spin: 5.0 kcal per mole
SMILES: O.O
Frontier orbital gap: 11.018 eV
LUMO energy: 0.017 Ha
E_HOMO: -0.3877 Ha
Multiplicity: 1
Calculated total energy: -4159.72075 eV

# 6
This record from the OMol25 dataset describes 2 unconnected molecules or ions with the total composition H4O2. The level of theory is wB97M-V/def2-TZVPD.

Each line ends with the natural charge from an NBO analysis.
Cartesian coordinates (Å):
1 O -0.96458 -1.62438 -1.01669  -0.951
2 H -0.43150 -1.60155 -1.84347  0.466
3 H -0.56420 -0.93142 -0.44420  0.484
4 O 0.49104 1.07979 0.89914  -0.952
5 H 1.44654 1.27398 1.03169  0.476
6 H 0.02270 1.80358 1.37353  0.477

Atoms 1-2, force components in eV/Å:
0.94 0.67 -0.32
-0.57 0.02 0.94

## Properties
Charge: 0
Energy above the lowest of the compared OMol25 structures with the same formula, charge and spin: 3.1 kcal per mole
SMILES: O.O
Frontier orbital gap: 11.790 eV
LUMO energy: 0.025 Ha
E_HOMO: -0.4084 Ha
Multiplicity: 1
Calculated total energy: -4159.80470 eV

Which value of energy above the lowest of the compared OMol25 structures with the same formula, charge and spin does entry 4 give? 0.7 kcal per mole